Entry 1:
Below is a cluster of 2 separate species, C2H2O4S in total, with properties calculated with ωB97M-V/def2-TZVPD.

Values from the calculation:
HOMO-LUMO gap = 8.1 eV
M = 122.101 g mol⁻¹
total charge = 0
total energy = -776.48472 Ha
HOMO = -0.3642 Eh

Element x y z (Å)
C: -1.556 -0.368 0.405
C: -0.676 0.690 -0.337
O: -2.261 -1.063 -0.299
O: 3.610 -0.659 -0.021
O: -0.222 1.739 0.102
O: 1.142 -0.422 -0.300
S: 2.393 0.006 0.345
H: -1.532 -0.419 1.544
H: -0.898 0.496 -1.439

Entry 2:
Below is a cluster of 4 separate species, C23H26BrF27N4O7P in total, with properties calculated with ωB97M-V/def2-TZVPD.

Values from the calculation:
HOMO-LUMO gap = 9.0 eV
M = 1094.306 g mol⁻¹
total charge = +1
total energy = -7249.14968 Ha
HOMO = -0.4769 Eh

Element x y z (Å)
C: -0.067 -1.939 5.164
C: 1.249 -1.569 4.486
O: 1.689 -0.313 4.982
C: 1.149 -1.356 2.980
O: 1.169 -2.574 2.168
N: 0.192 -3.445 2.477
C: 0.359 -4.657 2.968
P: 1.903 -5.622 3.423
O: 2.704 -4.447 4.195
Br: 1.058 -6.834 5.086
N: -0.831 -5.221 3.093
N: -1.736 -4.357 2.660
N: -1.140 -3.287 2.290
C: -1.818 -2.099 1.744
C: -3.313 -2.274 1.790
O: -3.665 -2.187 3.156
C: -5.047 -2.029 3.384
C: -5.804 -3.367 3.413
F: -6.009 -3.759 4.697
F: -7.002 -3.250 2.811
F: -5.101 -4.360 2.817
H: -0.212 -3.018 5.130
H: -0.918 -1.477 4.676
H: -0.004 -1.658 6.204
H: 2.046 -2.268 4.697
H: 0.985 0.332 4.819
H: 0.326 -0.706 2.710
H: 2.043 -0.829 2.679
H: 3.161 -4.808 4.973
H: -1.465 -1.872 0.749
H: -1.605 -1.279 2.414
H: -3.742 -1.419 1.271
H: -3.619 -3.207 1.326
H: -5.504 -1.337 2.681
H: -5.147 -1.614 4.377
C: 0.396 3.959 2.489
C: 0.170 2.996 3.661
C: -0.685 3.453 4.845
F: -0.229 4.577 5.412
F: -0.663 2.466 5.781
F: 1.361 2.532 4.092
F: -0.501 1.913 3.135
O: 1.577 4.740 2.453
C: 1.701 5.932 3.141
C: 2.708 5.858 4.297
F: 2.465 4.805 5.103
F: 2.618 6.986 5.029
F: 0.497 6.390 3.540
F: 2.196 6.828 2.267
H: 0.505 3.308 1.630
H: -0.489 4.565 2.287
H: -1.721 3.606 4.528
H: 3.721 5.763 3.897
C: 1.355 2.082 -3.604
C: 2.749 1.683 -4.113
C: 3.278 0.288 -3.771
F: 3.297 0.048 -2.437
F: 4.547 0.179 -4.223
F: 3.641 2.632 -3.754
F: 2.670 1.705 -5.471
O: 1.243 2.831 -2.396
C: 1.261 2.261 -1.158
C: 2.514 2.607 -0.341
F: 3.641 2.361 -1.020
F: 2.515 1.846 0.788
F: 1.041 0.927 -1.214
F: 0.218 2.792 -0.464
H: 0.984 2.776 -4.356
H: 0.668 1.238 -3.615
H: 2.674 -0.477 -4.257
H: 2.495 3.664 -0.062
C: 0.093 -2.063 -8.383
C: 0.695 -1.500 -7.086
C: -0.144 -1.559 -5.807
F: -1.334 -0.947 -5.920
F: 0.547 -0.923 -4.815
F: 1.140 -0.245 -7.295
F: 1.791 -2.267 -6.812
O: -0.544 -1.189 -9.298
C: -1.857 -0.796 -9.155
C: -2.008 0.694 -8.820
F: -1.237 1.055 -7.775
F: -3.296 0.946 -8.503
F: -2.514 -1.583 -8.274
F: -2.446 -0.970 -10.353
H: 0.958 -2.419 -8.941
H: -0.517 -2.945 -8.187
H: -0.310 -2.595 -5.502
H: -1.722 1.296 -9.685

Entry 3:
Below is the molecule C4H8N2O, with properties calculated with ωB97M-V/def2-TZVPD.

Values from the calculation:
HOMO-LUMO gap = 9.8 eV
M = 100.121 g mol⁻¹
total charge = 0
total energy = -341.88258 Ha
HOMO = -0.3306 Eh
structure (SMILES) = NC(=O)CN1CC1

Element x y z (Å)
N: 1.631 -0.489 -1.177
C: 1.104 -0.508 0.093
O: 0.621 -1.564 0.505
C: 0.816 0.750 0.818
N: -0.878 0.989 0.634
C: -1.603 -0.269 0.660
C: -1.559 0.500 -0.608
H: 1.748 -1.429 -1.536
H: 2.389 0.139 -1.388
H: 0.874 0.620 1.902
H: 1.418 1.618 0.493
H: -0.833 -1.114 0.648
H: -2.434 -0.438 1.355
H: -0.916 0.084 -1.384
H: -2.377 1.111 -1.014

Entry 4:
Below is a structure of composition C4H4BaO2, with properties calculated with ωB97M-V/def2-TZVPD.

Values from the calculation:
multiplicity = 2
HOMO-LUMO gap (spin up / spin down) = 10.7 / 8.7 eV
expectation value of S² = 0.7577
M = 221.402 g mol⁻¹
total charge = +3
total energy = -329.58244 Ha
HOMO (spin up / spin down) = -0.8550 / -0.8723 Eh

Element x y z (Å)
H: 0.402 -0.819 -1.685
O: -3.019 1.265 -0.344
C: -2.186 0.634 0.051
C: -1.131 -0.144 0.564
C: 0.239 0.069 0.011
C: 0.921 -1.021 -0.682
H: -1.401 -0.911 1.302
H: 0.667 -1.979 -0.201
H: 1.997 -0.856 -0.772
O: 0.734 1.007 0.657
Ba: 2.778 2.754 1.099

Entry 5:
Below is a cluster of 2 separate species, C4H9S in total, with properties calculated with ωB97M-V/def2-TZVPD.

Values from the calculation:
HOMO-LUMO gap = 5.3 eV
M = 89.183 g mol⁻¹
total charge = -1
total energy = -555.96536 Ha
HOMO = -0.0779 Eh

Element x y z (Å)
C: -1.047 0.841 1.190
C: -1.298 2.020 0.311
S: -1.650 3.487 1.316
H: -1.993 0.638 1.819
H: -0.314 1.084 1.964
H: -0.690 -0.072 0.616
H: -2.143 1.874 -0.389
H: -0.379 2.190 -0.325
C: 2.145 -2.334 -1.263
C: 1.022 -1.658 -0.897
H: 2.668 -3.057 -0.621
H: 2.531 -2.248 -2.291
H: 0.670 -1.837 0.117
H: 0.478 -0.928 -1.547